[1]
{
  "formula": "C42H74KO22PdS9",
  "method": "wB97M-V/def2-TZVPD",
  "homo_energy_ev": [-10.56, -10.54],
  "charge": 1,
  "homo_lumo_gap_ev": [7.573, 5.449],
  "spin_multiplicity": 3,
  "s2": 2.005,
  "lumo_ha": [-0.1097, -0.1869],
  "species": ["K", "Pd", "C", "C", "C", "O", "C", "C", "C", "O", "O", "O", "H", "H", "C", "C", "C", "S", "O", "O", "C", "H", "H", "H", "H", "H", "H", "H", "H", "C", "C", "C", "S", "O", "O", "C", "H", "H", "H", "H", "H", "H", "H", "H", "C", "C", "C", "S", "O", "O", "C", "H", "H", "H", "H", "H", "H", "H", "H", "C", "C", "C", "S", "O", "O", "C", "H", "H", "H", "H", "H", "H", "H", "H", "C", "C", "C", "S", "O", "O", "C", "H", "H", "H", "H", "H", "H", "H", "H", "C", "C", "C", "S", "O", "O", "C", "H", "H", "H", "H", "H", "H", "H", "H", "C", "C", "C", "S", "O", "O", "C", "H", "H", "H", "H", "H", "H", "H", "H", "C", "C", "C", "S", "O", "O", "C", "H", "H", "H", "H", "H", "H", "H", "H", "C", "C", "C", "S", "O", "O", "C", "H", "H", "H", "H", "H", "H", "H", "H"],
  "positions_angstrom": [[-9.9293, 0.6443, -23.0973], [-7.0816, 0.4949, -31.7669], [-8.1116, 2.6403, -28.1501], [-7.6190, 1.7471, -29.2062], [-7.9546, 0.1937, -29.0858], [-7.7644, -0.4960, -30.0494], [-8.4485, -0.3337, -27.8923], [-8.8060, 0.5256, -26.9523], [-8.6712, 2.0558, -27.0393], [-9.1746, 2.8331, -26.0759], [-9.3482, -0.0935, -25.9352], [-7.1588, 2.1173, -30.2491], [-8.0024, 3.7143, -28.1823], [-8.5060, -1.4117, -27.8605], [-8.5233, 7.5538, -26.7979], [-8.6472, 8.8827, -27.4435], [-8.7029, 8.7455, -29.0242], [-9.2430, 6.9922, -29.3446], [-8.0768, 6.2361, -29.8129], [-10.4807, 6.9515, -30.0625], [-9.5317, 6.5827, -27.5501], [-8.7909, 7.7056, -25.7522], [-7.5014, 7.1786, -26.8540], [-7.8210, 9.5347, -27.1601], [-9.6248, 9.2021, -27.0823], [-7.7665, 8.7986, -29.5795], [-9.3319, 9.4339, -29.5887], [-9.4840, 5.5034, -27.4054], [-10.5643, 6.8627, -27.3416], [-10.6663, 4.3251, -33.8870], [-10.6192, 4.0096, -32.3484], [-9.1507, 4.2183, -31.9857], [-8.1136, 3.5776, -33.3496], [-7.6021, 2.2389, -33.0206], [-7.1221, 4.6651, -33.6160], [-9.5020, 3.5867, -34.5900], [-10.5136, 5.3924, -34.0473], [-11.6502, 4.0135, -34.2374], [-10.9226, 2.9816, -32.1501], [-11.3303, 4.6707, -31.8531], [-8.8917, 3.7474, -31.0374], [-9.0531, 5.3038, -31.9659], [-9.8600, 2.5612, -34.6811], [-9.0398, 3.9340, -35.5140], [-5.1293, 5.1471, -30.0250], [-5.1641, 6.5009, -29.2657], [-3.7582, 6.6283, -28.6032], [-3.3980, 4.9148, -27.9819], [-3.7278, 4.8055, -26.5871], [-2.0876, 4.5748, -28.5337], [-4.6626, 4.0144, -29.1216], [-4.4815, 5.3287, -30.8826], [-6.1059, 4.8270, -30.3881], [-5.8664, 6.3231, -28.4513], [-5.3592, 7.4173, -29.8228], [-3.6401, 7.2320, -27.7034], [-2.9704, 6.8106, -29.3340], [-5.4709, 3.6563, -28.4840], [-4.1921, 3.2652, -29.7582], [-11.6864, -1.6024, -29.9937], [-10.5972, -2.6001, -30.4826], [-10.5070, -2.2608, -31.9902], [-10.6575, -0.3511, -32.1750], [-11.5530, 0.0077, -33.3179], [-9.2644, 0.2006, -32.1808], [-11.4956, -0.1479, -30.5056], [-11.6860, -1.6772, -28.9062], [-12.6928, -1.8711, -30.3146], [-10.8102, -3.6579, -30.3283], [-9.7345, -2.3664, -29.8587], [-11.3922, -2.6503, -32.4929], [-9.6223, -2.6651, -32.4821], [-12.3276, 0.5474, -30.6173], [-10.7498, 0.3492, -29.8853], [-3.4648, -2.9220, -29.7757], [-4.9077, -2.9335, -29.4203], [-5.1574, -1.6320, -28.7090], [-4.2368, -0.2656, -29.6079], [-3.5049, 0.6049, -28.7092], [-5.1599, 0.2915, -30.6093], [-3.1980, -1.4941, -30.4780], [-3.2035, -3.7571, -30.4258], [-2.9206, -3.0734, -28.8435], [-5.1623, -3.8076, -28.8209], [-5.5595, -2.8681, -30.2915], [-4.5806, -1.4978, -27.7939], [-6.2169, -1.4523, -28.5265], [-2.2570, -0.9504, -30.3946], [-3.4143, -1.4092, -31.5430], [-11.8115, -2.7534, -26.1687], [-12.5770, -1.4361, -26.0733], [-13.4838, -1.5009, -24.8660], [-12.5249, -2.3905, -23.5209], [-13.4404, -3.3547, -22.8716], [-11.8186, -1.3323, -22.7706], [-11.2928, -3.0269, -24.6969], [-11.0478, -2.8205, -26.9435], [-12.5470, -3.5188, -26.4161], [-12.9681, -1.2414, -27.0719], [-11.9542, -0.5420, -26.0456], [-14.3690, -2.0918, -25.1012], [-13.6896, -0.5304, -24.4144], [-10.9067, -4.0207, -24.4698], [-10.4403, -2.3516, -24.6245], [-4.9982, 1.6282, -25.8788], [-4.8994, 0.2046, -25.2575], [-4.5854, 0.2581, -23.7057], [-5.7605, 1.5569, -23.1749], [-5.1126, 2.2992, -22.0673], [-7.0154, 0.9020, -22.9733], [-5.7364, 2.4496, -24.7978], [-5.4660, 1.6878, -26.8616], [-4.0014, 2.0430, -26.0290], [-4.1210, -0.3215, -25.8101], [-5.8113, -0.3520, -25.4738], [-3.5693, 0.6314, -23.5785], [-4.7334, -0.5706, -23.0132], [-5.0046, 3.2306, -24.5912], [-6.6202, 3.0347, -25.0519], [-12.0273, 2.2839, -28.0394], [-12.8063, 3.0712, -29.1796], [-13.1405, 4.4613, -28.6840], [-13.5086, 4.2455, -26.8454], [-14.9417, 4.1198, -26.7675], [-12.6550, 5.1940, -26.0854], [-12.8971, 2.4870, -26.7566], [-11.0874, 2.8320, -27.9737], [-11.7876, 1.2377, -28.2293], [-13.6332, 2.4203, -29.4633], [-12.0888, 3.1523, -29.9961], [-13.9324, 4.9678, -29.2358], [-12.2000, 5.0100, -28.7335], [-13.7407, 1.7967, -26.7600], [-12.3992, 2.3948, -25.7913], [-9.1265, 6.1448, -23.4731], [-10.4586, 5.6532, -24.1214], [-11.2486, 4.8177, -23.1771], [-10.1131, 4.4132, -21.7922], [-10.5132, 5.2075, -20.6344], [-10.2035, 2.9706, -21.6236], [-8.6077, 5.1368, -22.4588], [-9.3420, 7.0489, -22.9036], [-8.4151, 6.3976, -24.2592], [-10.3050, 4.9657, -24.9532], [-11.0840, 6.4656, -24.4916], [-12.2115, 5.1379, -22.7791], [-11.4504, 3.9057, -23.7389], [-8.0502, 5.5634, -21.6250], [-7.9185, 4.4483, -22.9478]],
  "forces_ev_per_angstrom": [[0.3, 0.2, -0.2], [-0.1, 0.9, 1.3], [1.6, -1.9, -2.3], [-3.5, -0.2, 4.8], [-0.6, 2.9, 4.0], [1.1, -3.0, -4.1], [2.2, -0.6, -4.8], [-2.9, -1.0, 6.2], [-2.4, 2.7, 4.1], [1.6, -3.3, -2.9], [0.7, 2.8, -0.9], [1.7, 0.7, -3.9], [0.1, 0.0, -0.3], [-0.4, 0.0, 0.5], [-0.3, -2.1, -0.3], [-0.4, 0.6, -2.1], [0.0, -0.9, 0.1], [1.5, 0.5, 2.1], [-1.2, 0.5, 0.3], [-0.6, -0.3, -0.7], [0.6, 1.1, -0.4], [0.0, -0.5, 0.0], [0.0, -0.3, 0.0], [-0.4, 0.2, 0.1], [0.1, 0.9, -0.3], [0.4, -0.1, 0.6], [-0.5, -0.1, 0.5], [0.5, 0.0, 0.1], [-0.1, 0.2, 0.0], [0.5, 0.1, 0.4], [0.6, -0.3, -1.5], [-0.9, -0.1, 0.4], [0.7, 3.2, 0.9], [-0.2, 0.7, -1.2], [-1.9, -2.7, 0.0], [0.1, -1.1, 1.0], [-0.4, 0.1, 0.2], [0.3, 0.1, -0.5], [-0.1, -0.2, -0.2], [0.4, 0.1, 0.3], [0.4, 0.2, -0.1], [0.8, -0.2, 0.1], [0.5, -0.3, -0.2], [-0.5, 0.3, 0.1], [-0.4, 0.9, -0.4], [1.1, -0.9, 1.4], [-0.4, -1.5, 0.2], [0.3, -0.3, -3.4], [-0.1, -0.2, 0.3], [-0.7, 0.0, 1.1], [0.9, 1.7, 0.7], [0.2, -0.6, -0.1], [-0.1, 0.5, -0.2], [-0.4, 0.7, 0.0], [-0.4, -0.4, -0.2], [-0.3, 0.3, -0.3], [0.0, 0.1, 0.1], [0.1, -0.2, -0.1], [0.2, -0.2, 0.7], [-1.1, -0.2, 0.2], [-0.5, 1.9, -0.7], [0.2, 0.5, 0.4], [-0.1, -1.3, -1.3], [2.0, -0.6, 2.7], [-2.5, -0.4, -0.2], [1.9, -0.3, -0.4], [-0.1, 0.6, 0.1], [0.0, -0.5, -0.1], [-0.5, 0.2, 0.0], [0.5, 0.0, -0.6], [0.0, 0.1, -0.1], [0.1, 0.5, -0.1], [-0.3, -0.6, -0.1], [0.2, 0.1, -0.1], [1.1, 1.1, -1.1], [-0.8, 0.9, -0.2], [0.4, 1.4, 1.2], [-1.6, -2.4, -0.4], [-0.7, -0.7, -0.9], [0.9, 0.5, 0.0], [0.5, 0.4, 0.9], [0.2, 0.3, -0.2], [0.4, 0.4, -0.2], [-0.2, 0.1, 0.0], [0.0, -0.6, -0.3], [-0.3, -0.7, 0.5], [0.3, 0.5, -0.1], [0.7, -0.9, 0.3], [-0.5, -0.4, 0.1], [-0.7, -0.8, 1.8], [1.1, 0.8, -0.9], [0.2, -0.4, 0.3], [-1.5, 0.6, -0.8], [2.3, 1.6, -1.0], [-0.7, -1.2, -0.2], [0.9, 0.1, -1.2], [0.3, 0.3, 0.4], [-0.1, -0.2, -0.1], [-1.3, -0.3, 0.2], [0.8, -0.2, 0.7], [-0.1, 0.1, 0.4], [-0.4, -0.1, -0.2], [-0.5, -0.1, 0.0], [0.0, 0.1, 0.5], [-0.4, -0.6, 1.5], [0.4, -0.9, -0.3], [-0.5, 1.5, -1.5], [3.3, 0.5, 0.4], [-1.7, -0.7, -2.0], [-1.6, -0.2, 0.2], [1.4, 1.6, 0.5], [-0.3, -0.4, 0.2], [0.0, 0.0, 0.2], [0.2, -0.2, 0.3], [-0.3, 0.0, 0.3], [-0.1, 0.2, 0.2], [-0.3, -0.3, -0.6], [-0.1, 0.3, 0.4], [-0.5, -0.8, 0.1], [-0.8, 1.9, 0.5], [0.8, -1.9, 0.5], [0.7, -0.5, 1.1], [1.1, -0.1, -1.7], [0.0, 0.7, 0.9], [-1.8, -1.8, -1.0], [0.9, 0.5, -0.3], [0.2, -0.2, 0.5], [-0.3, 0.1, -0.1], [-0.4, 0.5, -0.3], [-0.3, 0.0, -0.3], [-0.1, 0.0, 0.5], [-0.2, 0.4, 0.1], [-0.3, 0.4, -0.1], [0.4, 0.0, -0.2], [-1.0, 0.7, 0.0], [0.3, 0.6, -0.6], [0.2, -1.3, 0.6], [-2.6, 0.3, 1.0], [0.8, -0.4, -1.1], [1.1, -0.1, -0.3], [0.6, -0.4, -0.5], [0.0, 0.2, -0.2], [0.2, -0.2, 0.3], [0.6, 0.5, -0.3], [0.4, 0.2, 0.0], [0.4, 0.5, 0.2], [-0.1, -0.4, 0.6], [-0.3, 0.1, 0.0], [-0.4, -0.6, 0.1]]
}

[2]
{
  "formula": "C3H7N3",
  "method": "wB97M-V/def2-TZVPD",
  "homo_energy_ev": [-6.77, -6.77],
  "charge": 0,
  "homo_lumo_gap_ev": [7.260, 7.258],
  "spin_multiplicity": 1,
  "lumo_ha": [0.0180, 0.0179],
  "species": ["C", "C", "N", "C", "N", "N", "H", "H", "H", "H", "H", "H", "H"],
  "positions_angstrom": [[-0.7123, 1.2542, -0.5489], [-0.1882, 0.0202, 0.1690], [2.1061, 0.1579, -0.0175], [-1.0149, -1.0452, 0.5700], [0.9547, -0.6867, -0.1312], [-1.6881, -1.9485, 1.0008], [2.9032, -0.4539, 0.1089], [2.2549, 0.6782, -0.8830], [-1.7094, -2.8689, 0.5633], [-0.4284, 0.2216, 1.3691], [-0.8862, 1.0225, -1.6004], [-1.6418, 1.6165, -0.1052], [0.0504, 2.0320, -0.4949]],
  "forces_ev_per_angstrom": [[0.0, 0.0, 0.0], [-0.2, -1.0, 0.1], [0.2, 0.2, 0.6], [-1.3, -1.0, 0.5], [0.2, 0.4, -0.9], [0.9, 1.0, -0.5], [-0.1, 0.1, -0.1], [0.0, -0.3, 0.0], [0.0, 0.1, 0.1], [0.3, 0.4, 0.1], [0.0, -0.1, 0.0], [0.1, 0.0, 0.0], [-0.1, 0.0, 0.1]]
}

[3]
{
  "formula": "H54O27",
  "method": "wB97M-V/def2-TZVPD",
  "homo_energy_ev": -9.83,
  "charge": 0,
  "homo_lumo_gap_ev": 8.640,
  "spin_multiplicity": 1,
  "lumo_ha": -0.0437,
  "species": ["O", "H", "H", "O", "H", "H", "O", "H", "H", "O", "H", "H", "O", "H", "H", "O", "H", "H", "O", "H", "H", "O", "H", "H", "O", "H", "H", "O", "H", "H", "O", "H", "H", "O", "H", "H", "O", "H", "H", "O", "H", "H", "O", "H", "H", "O", "H", "H", "O", "H", "H", "O", "H", "H", "O", "H", "H", "O", "H", "H", "O", "H", "H", "O", "H", "H", "O", "H", "H", "O", "H", "H", "O", "H", "H", "O", "H", "H", "O", "H", "H"],
  "positions_angstrom": [[2.3688, -4.1765, 3.0038], [1.7878, -4.7629, 2.5192], [2.3493, -4.5075, 3.9017], [1.7381, 4.9871, -1.1614], [0.9159, 5.3371, -1.5043], [1.4826, 4.1968, -0.6856], [1.1432, -1.2078, 4.8511], [0.7424, -1.7934, 4.2088], [1.5419, -1.7939, 5.4944], [0.3614, 0.3180, -0.1381], [-0.5559, 0.2007, 0.1087], [0.8116, -0.4339, 0.2469], [3.2494, -1.3327, -1.7833], [2.9947, -1.5312, -0.8822], [2.8399, -0.4874, -1.9678], [-2.7264, 1.3472, -0.6740], [-3.6750, 1.4513, -0.5992], [-2.5038, 0.6927, -0.0119], [-0.8896, 3.4479, -1.4579], [-1.0588, 2.5085, -1.3857], [-1.7356, 3.8586, -1.2793], [-5.2467, 1.1887, 2.8563], [-5.0205, 0.7553, 2.0334], [-6.1890, 1.3448, 2.7942], [-0.7364, -2.6649, 1.9781], [-0.7338, -3.6141, 2.1011], [-0.9330, -2.5438, 1.0492], [4.6690, 0.0585, 1.4668], [5.6115, -0.0801, 1.3739], [4.2769, -0.7746, 1.2051], [-3.2802, 1.9999, -3.3354], [-2.5711, 1.8206, -3.9528], [-2.9339, 1.7261, -2.4861], [-5.4926, 0.5184, -0.0664], [-6.4071, 0.6052, 0.2026], [-5.4884, -0.2286, -0.6649], [4.3695, 2.7419, 0.7155], [4.0036, 2.6839, -0.1671], [4.2677, 1.8610, 1.0759], [-0.9975, -1.8025, -3.2782], [-0.2269, -1.8167, -3.8458], [-1.5959, -2.4386, -3.6701], [-4.5523, -1.7322, 2.4826], [-3.6116, -1.8645, 2.3651], [-4.8175, -1.2098, 1.7256], [-3.4968, -3.2708, -1.6575], [-3.6002, -3.6860, -2.5138], [-2.5550, -3.1202, -1.5760], [-0.4971, 4.5066, 3.4335], [-0.3462, 3.5645, 3.5110], [-0.9472, 4.6093, 2.5950], [3.8805, -0.0366, 4.1992], [3.8602, -0.2462, 3.2655], [2.9895, 0.2498, 4.4002], [2.8791, -2.2268, 1.0193], [2.3882, -2.6526, 1.7221], [3.6254, -2.8054, 0.8631], [-2.2585, -0.4814, 1.3360], [-1.5880, -0.9838, 1.7989], [-2.7540, -0.0461, 2.0298], [1.1742, 0.8308, -2.7396], [1.0553, 0.6943, -1.7997], [1.8284, 1.5269, -2.8001], [3.7058, 2.0341, -2.1067], [4.5858, 1.6900, -2.2602], [3.6444, 2.7995, -2.6782], [-0.7934, 1.4695, -4.5935], [-0.5183, 0.9309, -5.3354], [-0.5058, 0.9807, -3.8224], [-0.5616, -2.6307, -0.6521], [-0.6475, -2.2719, -1.5353], [0.0334, -3.3739, -0.7518], [1.7721, 3.2255, -4.5100], [1.0103, 2.6800, -4.3144], [2.0690, 2.9241, -5.3687], [-0.0103, 1.6174, 4.5905], [0.3875, 0.7797, 4.3533], [0.2658, 1.7666, 5.4948], [1.0593, -4.4006, -2.9523], [0.2976, -4.8074, -3.3654], [1.0224, -4.6920, -2.0413]],
  "forces_ev_per_angstrom": [[-0.1, 0.2, -0.2], [-0.1, -0.3, -0.1], [0.1, 0.0, 0.3], [0.5, 0.2, 0.0], [-0.2, -0.1, -0.1], [-0.2, -0.2, 0.1], [-0.2, 0.2, -0.1], [-0.2, -0.2, -0.3], [0.2, 0.0, 0.2], [0.3, 0.2, -0.1], [-0.3, 0.1, 0.1], [0.2, -0.3, 0.1], [0.3, -0.3, -0.1], [-0.2, -0.1, 0.3], [-0.2, 0.4, -0.3], [0.2, 0.3, -0.3], [-0.5, 0.1, 0.1], [0.0, -0.4, 0.3], [0.6, 0.4, -0.1], [-0.2, -0.2, 0.1], [-0.3, 0.0, 0.0], [0.2, 0.2, 0.2], [0.0, 0.0, -0.3], [-0.2, 0.1, 0.1], [0.3, 0.0, 1.1], [-0.2, -0.1, 0.2], [0.0, -0.1, -1.0], [0.0, -0.1, 0.1], [0.4, 0.2, 0.1], [-0.5, -0.3, -0.2], [-0.7, 0.1, -0.1], [0.4, 0.0, -0.3], [0.2, -0.2, 0.2], [0.3, 0.0, 0.3], [-0.3, 0.2, 0.0], [0.1, -0.3, -0.4], [0.2, 0.5, 0.2], [-0.1, 0.0, -0.4], [0.0, -0.3, 0.1], [-0.2, 0.0, 0.3], [0.5, 0.1, 0.0], [-0.3, 0.0, -0.2], [-0.3, -0.2, 0.4], [0.1, -0.2, -0.2], [0.0, 0.0, -0.3], [-0.2, 0.0, 0.0], [-0.2, -0.1, -0.2], [0.4, 0.1, 0.3], [-0.1, 0.3, 0.1], [0.1, -0.5, 0.2], [-0.1, 0.1, -0.2], [0.1, -0.1, 0.5], [0.2, 0.2, -0.4], [-0.2, 0.0, 0.1], [0.0, 0.4, -0.6], [-0.1, -0.1, 0.6], [0.2, -0.4, 0.0], [0.0, 0.2, -0.4], [0.3, -0.2, 0.4], [-0.1, 0.4, 0.4], [-0.2, -0.5, -0.5], [-0.4, 0.0, 0.7], [0.4, 0.3, -0.1], [-0.1, -0.1, 0.2], [0.3, -0.2, 0.0], [-0.2, 0.6, -0.3], [-0.3, 0.4, -0.5], [0.0, -0.1, -0.2], [0.5, -0.2, 0.6], [-0.2, -0.4, 0.6], [0.1, 0.7, -1.0], [0.2, 0.0, 0.0], [0.6, 0.2, 0.2], [-0.7, -0.1, 0.0], [0.1, 0.0, -0.2], [-0.2, 0.3, -0.3], [0.2, -0.3, 0.1], [0.0, 0.1, 0.2], [0.0, 0.3, 0.0], [-0.2, -0.2, -0.2], [0.2, -0.2, 0.1]]
}

Computed values of relative energy (zero: lowest compared OMol25 entry of this formula, charge and spin) (unit: kcal/mol) for the preceding records, in sequence: 0.0, 126.1, 95.6.
Computed values of energy (unit: eV) for the preceding records, in sequence: -207107.444, -7689.211, -56160.569.